1.
The following is a DFT calculation (ωB97M-V with the def2-TZVPD basis set) of C37H33N3O4P2SSm as an isolated structure in a non-equilibrium geometry.

Structure (XYZ):
```
81
Properties=species:S:1:pos:R:3:mulliken_spin:R:1
Sm -0.296 -2.385 -0.674 5.09
C 1.636 1.599 -0.513 0.00
N 0.846 1.920 0.654 0.00
C 1.160 1.066 1.716 0.00
P 0.354 -0.578 1.935 0.00
C -1.137 -0.128 2.800 0.00
C -1.808 -1.079 3.556 0.00
C -2.936 -0.818 4.274 0.00
C -3.465 0.476 4.161 0.00
C -2.816 1.478 3.470 0.00
C -1.656 1.151 2.800 0.00
C 1.510 -1.183 3.248 0.00
C 1.808 -0.413 4.372 0.00
C 2.630 -0.969 5.359 0.00
C 3.185 -2.212 5.195 0.00
C 3.087 -2.834 3.964 0.00
C 2.286 -2.315 2.957 0.00
C 0.889 3.320 1.013 0.00
C 1.881 3.888 1.832 0.00
C 1.781 5.204 2.178 0.00
C 0.782 5.986 1.623 0.00
C -0.195 5.455 0.768 0.00
C -0.115 4.115 0.451 0.00
P 0.840 0.264 -1.533 -0.01
C -0.189 1.282 -2.619 -0.01
C 0.182 1.916 -3.803 0.00
C -0.739 2.558 -4.611 0.00
C -2.046 2.683 -4.155 0.00
C -2.421 2.132 -2.949 0.00
C -1.544 1.362 -2.273 -0.01
C 2.150 -0.553 -2.514 0.00
C 3.449 -0.725 -2.093 0.00
C 4.256 -1.610 -2.822 0.00
C 3.771 -2.320 -3.902 0.00
C 2.453 -2.131 -4.309 0.00
C 1.640 -1.227 -3.616 0.00
H 2.694 1.308 -0.230 0.00
H 1.724 2.466 -1.140 0.00
H 1.087 1.510 2.686 0.00
H 2.300 0.887 1.768 0.00
H -1.466 -2.090 3.687 0.00
H -3.350 -1.666 4.814 0.00
H -4.278 0.759 4.824 0.00
H -3.213 2.456 3.479 0.00
H -1.062 1.902 2.269 0.00
H 1.365 0.594 4.592 0.00
H 2.791 -0.433 6.267 0.00
H 3.684 -2.655 6.014 0.00
H 3.505 -3.821 3.815 0.00
H 2.169 -2.771 1.988 0.00
H 2.708 3.277 2.115 0.00
H 2.509 5.742 2.796 0.00
H 0.688 7.028 1.885 0.00
H -1.045 6.016 0.397 0.00
H -0.916 3.609 -0.096 0.00
H 1.220 1.932 -4.069 0.00
H -0.404 2.893 -5.548 0.00
H -2.737 3.186 -4.807 0.00
H -3.458 2.332 -2.663 0.00
H -1.825 0.865 -1.410 0.00
H 3.937 -0.047 -1.386 0.00
H 5.334 -1.659 -2.615 0.00
H 4.455 -2.858 -4.543 0.00
H 2.123 -2.672 -5.184 0.00
H 0.663 -0.949 -3.914 0.00
O -1.478 -2.738 -2.548 -0.02
N -2.804 -2.697 -2.526 0.00
C -3.268 -3.052 -3.811 0.00
C -4.610 -3.201 -3.962 0.00
C -5.465 -2.951 -2.859 0.00
C -4.971 -2.494 -1.676 0.00
C -3.559 -2.418 -1.456 0.00
S -2.897 -1.958 0.049 -0.02
H -2.464 -3.329 -4.477 0.00
H -5.036 -3.705 -4.813 0.00
H -6.483 -3.126 -2.974 0.00
H -5.634 -2.318 -0.803 0.00
O 2.408 -5.181 0.416 0.00
N 1.566 -4.453 0.051 0.00
O 0.438 -4.318 0.611 -0.01
O 1.844 -3.576 -0.949 -0.01
```

Electronic energy, eV: -98873.07516
Spin multiplicity: 6
Net charge: +1
Expectation value of S²: 8.761

2.
The following is a DFT calculation (ωB97M-V with the def2-TZVPD basis set) of a 3-piece molecular cluster, C14H21F4N3O2 overall.

Structure (XYZ):
```
44
Properties=species:S:1:pos:R:3:lowdin_charge:R:1
N -3.525 -3.833 2.135 0.12
C -3.000 -2.745 1.329 -0.33
C -4.062 -1.783 0.708 -0.38
F -3.567 -0.509 0.698 0.11
F -4.325 -2.105 -0.588 0.11
C -5.407 -1.715 1.444 -0.30
F -6.176 -0.770 0.865 0.10
F -6.058 -2.901 1.319 0.08
C -1.995 -3.242 0.295 -0.05
C -0.623 -2.759 0.804 -0.10
O -0.877 -1.904 1.936 0.06
C -2.150 -1.923 2.313 -0.45
O -2.566 -1.406 3.304 0.15
H -4.119 -4.454 1.602 0.10
H -4.014 -3.500 2.956 0.09
H -5.273 -1.469 2.500 0.17
H -2.187 -2.846 -0.698 0.12
H -2.043 -4.328 0.236 0.13
H -0.091 -2.176 0.061 0.08
H 0.002 -3.580 1.149 0.13
C -1.705 1.199 -1.191 -0.11
C -0.420 1.595 -0.478 -0.25
C 0.836 1.319 -1.315 -0.20
C 0.971 -0.106 -1.614 -0.22
N 1.074 -1.237 -1.782 0.15
H -1.729 0.128 -1.399 0.06
H -2.576 1.435 -0.582 0.07
H -1.805 1.727 -2.142 0.08
H -0.342 1.063 0.473 0.11
H -0.434 2.661 -0.245 0.11
H 1.736 1.631 -0.783 0.10
H 0.817 1.871 -2.256 0.11
C 6.018 4.317 -0.597 -0.11
C 5.624 2.921 -0.133 -0.26
C 5.379 1.956 -1.299 -0.19
C 4.290 2.405 -2.167 -0.23
N 3.427 2.754 -2.839 0.16
H 5.225 4.774 -1.191 0.07
H 6.214 4.966 0.256 0.07
H 6.921 4.286 -1.209 0.08
H 4.724 2.970 0.483 0.11
H 6.411 2.495 0.491 0.11
H 5.124 0.959 -0.936 0.12
H 6.278 1.860 -1.911 0.12
```

Electronic energy, eV: -34294.12024
Energy above the lowest of the compared OMol25 structures with the same formula, charge and spin, kcal per mole: 0.0

3.
The following is a DFT calculation (ωB97M-V with the def2-TZVPD basis set) of a 2-piece molecular cluster, C4H8INO2S overall in a non-equilibrium geometry.

Structure (XYZ):
```
17
Properties=species:S:1:pos:R:3:lowdin_charge:R:1
C -0.795 1.626 -0.901 -0.10
C -0.416 1.891 0.456 -0.19
C -1.102 0.642 0.210 -0.27
C -1.698 -0.442 0.586 -0.24
N 1.993 -2.350 0.913 -0.33
O 1.231 -1.386 -1.157 -0.44
O -2.394 -1.236 -0.197 0.05
S 1.610 -0.968 0.380 0.42
I 3.594 0.411 -0.157 0.35
H -1.646 2.207 -1.332 0.12
H -0.024 1.201 -1.537 0.10
H 0.668 2.012 0.610 0.08
H -0.806 2.664 1.194 0.13
H -1.595 -0.784 1.666 0.15
H 1.808 -2.108 -1.558 0.10
H 2.006 -2.615 1.835 -0.03
H -2.435 -0.766 -1.010 0.09
```

Electronic energy, eV: -28794.41801
Energy above the lowest of the compared OMol25 structures with the same formula, charge and spin, kcal per mole: 32.6